DFT (ωB97M-V with the def2-TZVPD basis set) results for a 2-piece molecular cluster, C10H14F2N2O overall.

```
29
Properties=species:S:1:pos:R:3:nbo_charge:R:1
C -2.438 2.221 -0.500 -0.663
C -2.192 0.764 -0.586 0.297
N -2.153 0.126 -1.655 -0.410
C -1.939 -1.269 -1.672 -0.333
C -2.571 -1.981 -0.569 0.102
N -2.813 -1.441 0.554 -0.398
C -2.197 -0.114 0.775 0.242
F -2.870 0.626 1.752 -0.368
H -2.768 2.682 -1.418 0.234
H -1.589 2.705 -0.268 0.231
H -3.107 2.338 0.295 0.238
H -2.345 -1.619 -2.736 0.218
H -0.906 -1.477 -1.740 0.229
H -3.123 -2.905 -0.706 0.195
H -1.218 -0.275 1.301 0.184
F 1.338 2.475 -0.500 -0.339
C 1.668 1.369 0.230 0.410
C 1.417 1.264 1.549 -0.333
C 1.529 -0.049 2.257 -0.091
O 1.707 -1.124 1.368 -0.513
C 2.662 -0.866 0.398 -0.052
C 2.142 0.224 -0.608 -0.509
H 1.106 2.294 1.959 0.243
H 2.304 -0.017 3.028 0.178
H 0.611 -0.232 2.695 0.199
H 2.698 -1.830 -0.054 0.199
H 3.577 -0.501 0.877 0.165
H 2.963 0.453 -1.283 0.228
H 1.404 -0.248 -1.226 0.219
```

Lowest unoccupied orbital energy ... 0.792 eV
Net charge ... 0
Total energy ... -21056.774 eV
Frontier orbital gap ... 10.004 eV
ΔE to the lowest compared entry with this formula, charge and spin ... 3.4 kcal/mol



DFT (ωB97M-V with the def2-TZVPD basis set) results for C10H14F5HfO6PS2 as an isolated structure.

```
39
Properties=species:S:1:pos:R:3:nbo_charge:R:1
Hf -1.567 0.448 1.314 2.116
O -0.938 -1.895 4.518 -0.520
C -1.187 -1.549 3.399 0.667
O -0.600 -0.483 2.870 -0.841
C -2.179 -2.190 2.398 0.679
O -2.632 -3.286 2.397 -0.507
O -2.557 -1.279 1.497 -0.846
F -2.864 3.306 1.996 -0.309
C -3.004 1.969 2.196 0.123
F -2.364 1.793 3.520 -0.347
C -4.512 1.498 2.138 0.913
F -4.717 0.372 2.978 -0.330
F -4.863 0.958 0.885 -0.316
F -5.396 2.373 2.579 -0.286
C 2.360 -1.430 0.922 -0.661
C 1.099 -1.967 0.259 0.130
C 1.280 -2.788 -1.000 -0.637
O 0.098 -0.856 -0.007 -0.896
P 0.376 0.657 -0.637 1.688
S -1.606 0.943 -1.202 -0.509
S 0.552 1.852 1.098 -0.503
O 1.614 0.545 -1.629 -0.875
C 1.722 1.208 -3.048 0.163
C 3.108 0.793 -3.562 -0.627
C 1.290 2.654 -2.902 -0.664
H 3.052 -2.270 1.098 0.237
H 2.076 -0.850 1.799 0.252
H 2.890 -0.659 0.320 0.218
H 0.505 -2.559 1.015 0.215
H 1.833 -2.160 -1.787 0.209
H 0.362 -3.106 -1.454 0.235
H 1.864 -3.717 -0.681 0.234
H 1.030 0.559 -3.581 0.196
H 3.924 1.333 -3.021 0.223
H 3.107 1.057 -4.621 0.232
H 3.218 -0.255 -3.390 0.232
H 1.877 3.040 -2.097 0.232
H 0.202 2.814 -2.725 0.247
H 1.546 3.126 -3.854 0.236
```

Lowest unoccupied orbital energy ... -1.021 eV
Net charge ... 0
Total energy ... -68740.013 eV
Frontier orbital gap ... 8.741 eV
ΔE to the lowest compared entry with this formula, charge and spin ... 21.6 kcal/mol



DFT (ωB97M-V with the def2-TZVPD basis set) results for C10H14FInN3O as an isolated structure.

```
30
Properties=species:S:1:pos:R:3:nbo_charge:R:1
C -1.411 -0.361 2.497 -0.653
C -1.324 0.713 1.280 -0.304
N -0.760 0.031 0.082 -0.105
C -0.465 0.950 -1.045 -0.289
C 1.158 1.031 -1.306 -0.331
C 2.045 1.066 0.025 -0.333
C 3.471 1.702 -0.406 0.204
N 4.605 2.064 -0.678 -0.050
C 2.350 -0.364 0.680 0.135
F 3.601 -0.283 1.365 -0.259
C 2.309 -1.577 -0.348 0.308
N 2.155 -2.490 -1.138 -0.328
C -1.531 -1.187 -0.327 0.645
C -3.062 -1.227 -0.840 -0.640
O -0.921 -2.296 -0.266 -0.296
H -0.538 -1.120 2.472 0.250
H -2.439 -0.876 2.391 0.272
H -1.326 0.245 3.468 0.317
H -0.523 1.494 1.615 0.327
H -2.304 1.280 1.080 0.354
H -0.872 2.023 -0.863 0.324
H -0.970 0.612 -2.041 0.286
H 1.479 0.226 -2.088 0.072
H 1.317 2.058 -1.829 0.337
H 1.593 1.840 0.763 0.323
H 1.533 -0.548 1.483 0.248
H -3.619 -1.956 -0.128 0.350
H -3.076 -1.727 -1.880 0.330
H -3.534 -0.186 -0.814 0.279
In 1.059 -1.136 -3.206 1.226
```

Lowest unoccupied orbital energy ... -18.051 eV
Net charge ... +3
Total energy ... -24962.559 eV
Frontier orbital gap ... 3.377 eV



DFT (ωB97M-V with the def2-TZVPD basis set) results for one molecule with the formula C10H14N2O3.

```
29
Properties=species:S:1:pos:R:3:nbo_charge:R:1
O 1.068 2.257 -3.798 -0.484
C 0.578 1.228 -3.440 0.571
N 1.306 0.053 -3.542 -0.625
C 0.619 -0.837 -2.797 0.784
O 1.402 -1.608 -2.284 -0.577
N -0.592 -0.328 -2.216 -0.441
C -1.220 -0.872 -0.966 -0.207
C -0.820 -0.186 0.347 -0.247
C -1.039 -1.094 1.510 -0.404
C -0.746 -0.403 2.811 -0.390
C 0.655 0.185 2.859 -0.396
C 0.936 1.089 1.629 -0.397
C 0.667 0.270 0.367 -0.392
C -0.683 0.947 -2.653 0.568
O -1.575 1.666 -2.287 -0.515
H 2.267 0.118 -3.284 0.434
H -2.364 -0.801 -1.074 0.232
H -0.996 -1.953 -0.931 0.233
H -1.436 0.723 0.436 0.213
H -0.321 -1.897 1.333 0.200
H -2.070 -1.453 1.591 0.215
H -0.844 -1.055 3.672 0.213
H -1.522 0.396 2.969 0.194
H 1.388 -0.621 2.812 0.195
H 0.746 0.657 3.871 0.212
H 0.282 1.873 1.577 0.197
H 2.003 1.464 1.640 0.209
H 1.016 0.866 -0.523 0.197
H 1.296 -0.684 0.370 0.207
```

Lowest unoccupied orbital energy ... -0.481 eV
Net charge ... 0
Total energy ... -19719.515 eV
Frontier orbital gap ... 9.986 eV
ΔE to the lowest compared entry with this formula, charge and spin ... 25.3 kcal/mol



DFT (ωB97M-V with the def2-TZVPD basis set) results for C10H14N3 as an isolated structure.

```
27
Properties=species:S:1:pos:R:3:nbo_charge:R:1
C 0.439 1.533 -3.466 -0.222
C 0.719 1.429 -2.076 -0.293
C -0.542 0.633 -3.783 -0.080
C -0.102 0.469 -1.591 0.084
C -2.080 -1.586 -1.361 0.361
C -0.565 -0.511 0.013 0.614
C -0.134 1.217 1.669 -0.578
C 1.660 -0.405 1.004 -0.579
C -0.330 -1.211 2.336 -0.592
C 0.151 -0.241 1.253 -0.211
N -1.492 -1.355 -0.197 -0.546
N -0.880 -0.017 -2.636 -0.187
N -1.801 -0.987 -2.501 -0.247
H 0.922 2.203 -4.148 0.255
H 1.441 2.006 -1.538 0.254
H -1.013 0.418 -4.720 0.234
H -2.850 -2.347 -1.376 0.240
H 0.343 1.399 2.630 0.240
H 0.267 1.914 0.939 0.220
H -1.201 1.387 1.779 0.223
H 1.998 0.265 0.221 0.218
H 1.895 -1.427 0.719 0.223
H 2.195 -0.172 1.921 0.239
H -1.397 -1.100 2.508 0.225
H 0.194 -1.009 3.266 0.233
H -0.135 -2.240 2.046 0.223
H -2.294 -1.240 -3.358 0.452
```

Lowest unoccupied orbital energy ... -5.166 eV
Net charge ... +1
Total energy ... -15057.914 eV
Frontier orbital gap ... 7.738 eV
ΔE to the lowest compared entry with this formula, charge and spin ... 80.7 kcal/mol



DFT (ωB97M-V with the def2-TZVPD basis set) results for one molecule with the formula C10H14N6OS.

```
32
Properties=species:S:1:pos:R:3:nbo_charge:R:1
C 2.329 2.933 2.609 -0.595
C 2.603 1.469 2.257 -0.416
C 1.960 1.110 0.952 -0.126
C 2.577 1.135 -0.274 0.245
C 4.013 1.519 -0.454 -0.652
N 1.946 0.772 -1.418 -0.527
C 0.695 0.433 -1.422 0.617
N 0.073 0.080 -2.567 -0.794
N -0.038 0.475 -0.259 -0.386
C -1.337 0.220 0.121 0.106
S -2.657 -0.170 -0.957 0.279
C -3.000 -1.822 -0.265 -0.630
C -1.755 -2.684 -0.408 0.670
N -1.703 -3.720 0.451 -0.807
O -0.892 -2.461 -1.227 -0.633
N -1.451 0.315 1.416 -0.250
N -0.270 0.637 1.938 -0.318
C 0.593 0.755 0.949 0.340
H 2.714 3.595 1.836 0.198
H 2.803 3.188 3.553 0.207
H 1.258 3.092 2.702 0.217
H 2.175 0.837 3.036 0.229
H 3.678 1.294 2.207 0.207
H 4.200 2.510 -0.048 0.221
H 4.249 1.512 -1.513 0.236
H 4.664 0.812 0.059 0.223
H 0.691 -0.080 -3.345 0.407
H -0.720 -0.544 -2.481 0.426
H -3.820 -2.240 -0.848 0.251
H -3.298 -1.703 0.776 0.247
H -0.896 -4.322 0.436 0.409
H -2.392 -3.858 1.168 0.400
```

Lowest unoccupied orbital energy ... 0.529 eV
Net charge ... 0
Total energy ... -32421.590 eV
Frontier orbital gap ... 8.222 eV



DFT (ωB97M-V with the def2-TZVPD basis set) results for a 2-piece molecular cluster, C10H14NOS2 overall.

```
28
Properties=species:S:1:pos:R:3:nbo_charge:R:1
C 2.777 3.060 -0.613 -0.112
C 3.198 1.723 -0.556 -0.207
C 2.263 0.691 -0.578 -0.149
C 0.882 0.978 -0.619 -0.112
C -0.103 -0.107 -0.580 -0.253
S -1.732 0.305 -0.916 0.467
C -2.688 -1.066 -0.213 -0.535
C -2.279 -2.425 -0.751 -0.434
C -0.928 -2.804 -0.185 -0.528
S 0.459 -1.723 -0.658 0.463
C 0.466 2.326 -0.711 -0.148
C 1.408 3.354 -0.699 -0.208
H 3.509 3.866 -0.595 0.243
H 4.261 1.481 -0.506 0.244
H 2.596 -0.351 -0.583 0.231
H -2.607 -1.009 0.880 0.263
H -3.708 -0.806 -0.526 0.261
H -3.014 -3.164 -0.413 0.253
H -2.264 -2.432 -1.843 0.232
H -0.941 -2.843 0.912 0.267
H -0.597 -3.773 -0.584 0.261
H -0.599 2.558 -0.808 0.233
H 1.068 4.391 -0.768 0.244
N 0.034 -0.041 2.267 -0.492
O -0.867 -1.093 2.674 -0.626
H 0.660 -0.532 1.625 0.327
H -0.554 0.589 1.718 0.329
H -0.699 -1.155 3.629 0.489
```

Lowest unoccupied orbital energy ... -5.606 eV
Net charge ... +1
Total energy ... -35796.691 eV
Frontier orbital gap ... 7.638 eV



DFT (ωB97M-V with the def2-TZVPD basis set) results for one molecule with the formula C10H14O.

```
25
Properties=species:S:1:pos:R:3:nbo_charge:R:1
C 3.547 0.406 1.389 -0.408
C 2.909 -0.560 0.655 -0.160
C 1.480 -0.923 1.007 -0.430
C 0.460 0.001 0.198 -0.325
C 0.262 -0.035 -1.334 0.625
O 1.189 0.147 -2.077 -0.522
C -1.288 -0.254 -1.591 -0.339
C -1.949 1.021 -1.267 -0.397
C -1.865 1.048 0.301 -0.403
C -1.041 -0.271 0.637 -0.223
C -1.764 -1.140 -0.424 -0.405
H 4.434 0.920 1.114 0.207
H 2.867 0.837 2.176 0.178
H 3.428 -1.117 -0.108 0.208
H 1.255 -0.765 2.100 0.226
H 1.278 -1.977 0.620 0.216
H 0.627 1.085 0.388 0.230
H -1.607 -0.507 -2.549 0.229
H -1.429 1.927 -1.822 0.216
H -2.978 0.918 -1.554 0.212
H -1.360 1.960 0.654 0.209
H -2.884 0.965 0.743 0.207
H -1.256 -0.435 1.669 0.219
H -1.414 -2.155 -0.639 0.216
H -2.899 -1.096 -0.286 0.215
```

Lowest unoccupied orbital energy ... 0.916 eV
Net charge ... 0
Total energy ... -12642.481 eV
Frontier orbital gap ... 10.020 eV
ΔE to the lowest compared entry with this formula, charge and spin ... 51.7 kcal/mol



no.,maximum force (eV/A)
1,3.82
2,3.23
3,8.77
4,5.53
5,5.64
6,1.27
7,1.50
8,3.66